A structure of composition C14H21N3O5RhS3Se in a non-equilibrium geometry, computed with ωB97M-V/def2-TZVPD.

Geometry as XYZ:
```
48
C14H21N3O5RhS3Se (ωB97M-V/def2-TZVPD)
Rh 0.167 -0.077 -0.114
O 0.315 0.061 1.805
N 1.451 -0.297 2.429
C 1.393 -0.246 3.811
C 2.517 -0.270 4.573
C 3.788 -0.301 3.974
C 3.845 -0.223 2.583
C 2.701 -0.178 1.806
S 2.792 0.006 0.100
H 0.388 -0.185 4.198
H 2.411 -0.259 5.651
H 4.691 -0.332 4.569
H 4.796 -0.184 2.071
S -0.126 2.498 -0.328
C -1.137 2.576 1.041
N -2.470 2.912 0.933
C -3.113 2.771 2.222
C -2.187 3.453 3.233
S -0.506 3.430 2.487
H -2.959 2.481 0.148
H -3.238 1.716 2.495
H -4.096 3.247 2.190
H -2.166 2.936 4.191
H -2.451 4.499 3.398
C -0.629 -1.303 -5.038
C -0.039 0.026 -4.549
C -0.903 1.196 -5.025
C 1.423 0.191 -4.989
C -0.053 -0.015 -3.097
N 0.053 -0.141 -1.962
H -0.686 -1.316 -6.128
H -1.629 -1.407 -4.619
H -0.017 -2.141 -4.703
H -0.956 1.212 -6.116
H -0.494 2.139 -4.665
H -1.901 1.080 -4.607
H 1.484 0.201 -6.078
H 2.035 -0.624 -4.604
H 1.827 1.125 -4.601
C 0.086 -2.209 -0.074
H 0.539 -2.598 0.844
H 0.580 -2.672 -0.934
H -0.976 -2.464 -0.092
O -3.245 -0.237 -2.871
Se -3.078 0.683 -1.545
O -4.540 1.160 -1.023
O -2.342 -0.124 -0.317
O -2.260 2.046 -1.980
```

Properties
- ΔE to the lowest compared entry with this formula, charge and spin (eV) = 2.894
- spin multiplicity = 2
- charge = -2
- HOMO (spin up / spin down) (Ha) = 0.00348 / -0.03777